The following is a quantum chemistry calculation of a 2-piece molecular cluster, C4H5NS overall, from the OMol25 dataset.

Geometry as XYZ:
```
11
Properties=species:S:1:pos:R:3
C 1.326 -0.485 -0.780
C 0.459 0.641 -0.241
C 1.278 0.037 0.786
C -1.088 0.444 -0.217
N 2.308 -0.522 0.100
S -1.929 -1.123 0.165
H 0.843 1.699 -0.321
H 0.915 -0.815 2.098
H -1.384 0.780 -1.262
H -1.696 1.202 0.341
H -1.032 -1.856 -0.670
```

For the orbital gap, the calculation gives 9.00 eV. As for the energy above the lowest of the compared OMol25 structures with the same formula, charge and spin: 151.6 kcal per mole. Its total energy is -16547.490 eV. The molecular weight is 99.2 g/mol.

Results of the Löwdin charge analysis, in e, for atoms 1 through 8:
1 C -0.06
2 C -0.33
3 C -0.24
4 C -0.58
5 N 0.10
6 S 0.65
7 H 0.17
8 H 0.22